16
Properties=species:S:1:pos:R:3:forces:R:3 method="wB97M-V/def2-TZVPD" e_lumo_ha=0.0240 e_homo_ev=-8.743 orbital_gap_ha=0.3453 de_lowest_ev=2.382 smiles="C=CO.CCS" total_energy_ha=-631.73714
S -0.33078 -0.22388 2.73965 0.1 -0.4 -0.9
O -0.38418 0.53199 -2.75531 -1.2 -1.1 -0.8
C -1.78808 0.51987 -2.68624 0.5 1.6 1.7
C 0.87825 -0.28367 1.28812 -0.9 -0.2 1.3
C 2.32734 -0.62772 1.65943 -0.9 0.4 -0.6
C -2.41958 0.18939 -1.54898 -0.4 -1.0 -0.5
H -3.27105 0.76437 -1.18912 -0.6 -0.7 -0.9
H -2.32201 1.08279 -3.44707 0.4 0.5 0.0
H 2.77510 -0.55156 0.66307 0.9 0.0 0.5
H 0.56326 -0.07212 3.70037 0.4 0.1 0.3
H 2.71392 0.08223 2.39435 0.2 0.0 -0.4
H 2.47321 -1.64352 2.04586 -0.3 0.2 -0.1
H -2.20982 -0.75194 -1.04285 0.9 0.8 0.8
H 0.71413 0.69513 0.83298 0.7 -0.2 -0.1
H 0.50054 -1.04332 0.60344 -0.2 0.1 0.1
H -0.22027 1.33197 -3.25771 0.4 -0.1 -0.3

=====

9
Properties=species:S:1:pos:R:3:forces:R:3 method="wB97M-V/def2-TZVPD" e_lumo_ha=0.0165 e_homo_ev=-9.288 orbital_gap_ha=0.3579 de_lowest_ev=2.143 smiles="C=CN=C" total_energy_ha=-171.97633
N 1.06985 0.70750 -0.31514 0.0 -0.4 -1.6
C 0.67499 0.19053 -1.41160 -1.4 -1.1 0.7
C -0.72518 -0.47704 1.04413 4.2 0.5 -4.6
C 0.17245 0.54077 0.72048 -3.4 -3.4 1.6
H -1.28474 -0.50304 1.87154 -1.9 0.7 3.1
H -0.80162 -1.41542 0.48954 0.2 0.3 -0.2
H 1.10788 0.09356 -2.37144 1.7 0.8 -0.5
H 0.04453 1.25392 1.45943 0.8 2.2 1.0
H -0.25817 -0.39078 -1.48694 -0.3 0.5 0.5

=====

29
Properties=species:S:1:pos:R:3:forces:R:3 method="wB97M-V/def2-TZVPD" e_lumo_ha=-0.1911 e_homo_ev=-11.167 orbital_gap_ha=0.2193 de_lowest_ev=0.272 charge=+1 total_energy_ha=-885.02915
Cl -0.76632 2.45339 -0.25191 0.4 -0.5 -0.2
N -0.59980 -0.68808 2.81883 0.5 -0.7 0.7
N 1.50130 1.13371 -0.61412 -1.3 0.8 0.9
C 0.57071 1.54029 0.20362 1.0 0.6 -1.1
C -1.96756 -2.70653 3.40758 0.3 0.1 0.2
C -2.75311 -1.87470 4.42369 0.1 0.2 -0.3
C -1.88147 -0.74402 4.97037 0.3 -0.3 0.0
C -1.30329 -1.85475 2.31421 -0.5 -0.1 -0.8
C 2.69240 0.45459 -0.07899 0.3 -0.4 0.6
C -1.21933 0.09516 3.86961 -0.5 0.8 -0.1
C 1.50303 1.38124 -2.06704 0.6 -0.5 -0.3
H 3.30615 0.18180 -0.93590 0.0 -0.1 0.4
H 2.38244 -0.44094 0.47804 0.2 0.2 -0.2
H 3.26104 1.11727 0.58983 -0.3 -0.1 -0.3
H 0.71293 1.46288 1.27203 0.1 -0.4 0.1
H -2.09830 -1.57764 1.57902 0.3 -0.1 0.3
H -2.48215 -0.08573 5.60061 0.1 0.0 0.0
H -1.10528 -1.18529 5.60728 0.0 0.1 -0.1
H -1.99241 0.79238 3.46768 0.2 -0.3 0.1
H 1.57605 2.43815 -2.31160 -0.1 0.1 0.3
H 0.63378 0.93865 -2.54200 -0.2 0.0 0.1
H -1.19645 -3.27248 3.94607 0.0 0.1 -0.1
H -0.10586 -0.15192 2.11801 -0.4 -0.2 0.2
H 2.41291 0.87812 -2.42708 -0.6 0.3 -0.2
H -0.57504 -2.47941 1.77001 -0.3 0.2 0.1
H -2.62985 -3.43381 2.93129 0.1 0.0 0.0
H -0.43739 0.72512 4.32333 -0.3 -0.1 -0.1
H -3.08885 -2.51611 5.24439 0.0 0.1 -0.1
H -3.65110 -1.46196 3.95239 0.0 0.0 0.0

=====

18
Properties=species:S:1:pos:R:3:forces:R:3 method="wB97M-V/def2-TZVPD" e_lumo_ha=0.1313 e_homo_ev=-2.182 orbital_gap_ha=0.2115 de_lowest_ev=2.838 charge=-1 smiles=[O-]CCCCCO total_energy_ha=-347.54536
O 0.19878 -3.05677 -1.05595 -1.0 -0.5 -0.6
O -0.63434 1.44719 2.27907 -0.3 -0.9 -0.1
C -0.80299 -0.72447 -0.96640 0.4 0.3 -0.3
C -0.28785 0.76601 -0.96323 0.2 -1.1 0.6
C 0.65547 1.07602 0.23157 -0.8 -0.5 1.5
C 0.39343 -1.76097 -1.02166 1.2 0.9 1.9
C 0.25431 0.50706 1.61908 0.2 0.3 -0.1
H -1.50903 1.29231 1.91077 -0.1 0.1 0.0
H 0.36045 0.95695 -1.82125 -0.5 0.1 -0.4
H 0.67088 2.15482 0.45044 0.4 -0.1 -0.5
H 0.99737 -1.50001 -0.05010 -0.3 0.1 -0.6
H 1.63742 0.66297 0.07483 0.5 0.2 -0.5
H -1.49885 -0.98148 -1.78029 0.2 0.5 -0.2
H -1.42731 -0.83315 -0.07100 0.2 -0.3 0.2
H 1.09374 0.42205 2.31444 0.3 0.4 -0.3
H 1.10610 -1.34954 -1.80191 -0.3 0.1 -0.3
H -0.07549 -0.54059 1.57648 -0.7 0.5 -0.1
H -1.13211 1.46162 -0.92489 0.1 0.0 -0.3

=====

42
Properties=species:S:1:pos:R:3:forces:R:3 method="wB97M-V/def2-TZVPD" e_lumo_ha=0.0274 e_homo_ev=-8.529 orbital_gap_ha=0.3409 de_lowest_ev=0.000 smiles="CCOC(=O)[C@H]([C@@H](Cl)N(C)C)P(=O)(OCC)OCC" total_energy_ha=-1665.48923
Cl -1.93103 -1.69037 2.66344 0.3 -0.1 0.5
P 0.69435 0.15843 -0.57492 0.3 0.6 0.0
O 1.83265 0.92709 -0.01658 -0.7 -0.3 -0.5
O -0.19409 1.02563 -1.59650 0.4 0.0 0.4
O 1.28451 -0.25471 2.34487 -0.7 0.3 -0.6
O -0.49273 1.05433 2.80086 0.3 -0.9 -0.9
O 1.15180 -1.11305 -1.41239 0.1 0.0 0.2
N -2.69418 -1.34374 0.18125 -0.1 0.7 -0.5
C -2.92805 -2.31506 -0.84456 0.1 -0.5 0.0
C -3.95034 -0.82791 0.71691 0.0 0.0 -0.1
C -0.07189 2.49321 -1.53458 0.3 -0.3 0.0
C 2.05984 0.60562 3.21968 -0.1 -0.4 0.8
C 2.55709 -1.56490 -1.28184 -0.2 0.2 0.3
C -0.58194 -0.22487 0.73706 0.5 1.6 1.1
C 0.04849 0.22928 2.09006 0.2 1.2 0.3
C -1.46342 -1.44199 0.93756 -1.1 -1.3 -0.8
C -0.73749 3.02406 -2.77301 0.0 -0.2 -0.1
C 3.00028 -2.18077 -2.57797 -0.1 0.1 -0.2
C 2.25116 2.02420 2.75410 -0.2 0.5 -0.3
H 1.52269 0.62129 4.17022 0.3 -0.1 0.1
H -4.61339 -0.66313 -0.14702 0.3 0.1 0.3
H 1.35705 2.61754 2.96835 0.2 -0.1 -0.2
H 2.57343 -2.28373 -0.45735 0.0 0.1 -0.1
H -1.29027 0.59310 0.47946 0.3 -0.4 0.5
H -2.02007 -2.44013 -1.43345 -0.1 -0.2 -0.2
H -0.94913 -2.39004 0.69256 -0.2 0.6 -0.1
H 0.99715 2.74055 -1.51390 -0.3 -0.1 0.1
H 3.02413 0.10709 3.33366 -0.3 -0.2 -0.1
H -4.48600 -1.54253 1.36814 0.3 0.2 0.0
H -3.74109 -1.95590 -1.48709 0.3 -0.1 0.0
H 3.13567 -1.41522 -3.34275 -0.1 0.0 0.0
H 3.08024 2.46968 3.30890 0.0 -0.1 0.0
H 2.27509 -2.91058 -2.93186 0.0 -0.1 0.0
H 3.95604 -2.68424 -2.44098 0.0 0.0 0.1
H -1.75854 2.64724 -2.84517 0.0 0.1 0.0
H -0.53926 2.89879 -0.62269 0.1 -0.4 -0.2
H -3.24516 -3.28864 -0.43438 0.1 -0.1 -0.1
H 2.47255 2.07778 1.68546 0.0 0.0 0.3
H -0.18963 2.68355 -3.65333 -0.1 0.1 0.0
H 3.19327 -0.70872 -1.02033 -0.4 -0.2 0.0
H -0.74761 4.11330 -2.74695 0.0 0.0 -0.1
H -3.84218 0.12847 1.23706 0.1 -0.2 0.0

=====

62
Properties=species:S:1:pos:R:3:forces:R:3 method="wB97M-V/def2-TZVPD" e_lumo_ha=-0.3178 e_homo_ev=-13.931 orbital_gap_ha=0.1941 charge=+2 total_energy_ha=-2443.15296
Ca 3.95966 -1.81901 -1.58527 -0.4 0.6 0.4
Cl -2.75624 -1.58020 -0.42070 0.7 1.5 -0.8
O 2.80406 0.85397 -2.78520 -0.3 -1.1 1.7
O 0.04979 -2.73942 -0.71461 1.1 1.6 0.5
N -2.32659 3.19909 -3.03143 0.5 -1.3 0.1
N -4.78360 -0.91520 -3.26591 0.2 1.7 1.3
C 0.41447 -1.58557 -0.59266 -0.9 1.0 -0.8
C 0.44063 -2.33157 3.52096 0.2 -0.8 0.0
C 0.72463 3.04541 -3.08672 0.2 0.5 1.1
C -0.20723 1.90554 -2.48218 -0.4 -1.7 0.7
C -2.59645 0.91041 -1.83393 2.7 0.5 -0.4
C -1.86424 -0.25709 -1.23724 1.5 1.1 -0.8
C -4.99094 -0.16709 -2.23712 0.0 -0.9 0.2
C 1.73087 -1.15263 0.20032 2.3 1.2 0.5
C 2.61656 -0.02430 -0.44289 0.3 -0.6 1.8
C -0.36129 -0.36300 -1.25751 -0.3 1.5 -0.3
C 2.06751 0.56839 -1.84383 -1.5 0.3 0.5
C 3.91776 0.52200 0.24809 -2.6 -3.2 0.6
C -2.24210 3.24548 -4.51422 -0.6 0.8 -1.3
C 2.31479 4.22159 -1.09619 -1.3 0.7 -0.7
C -4.15435 1.11492 -1.83855 0.2 0.2 -0.6
C -3.30801 2.34225 -5.26476 -0.2 0.8 -0.3
C -1.24350 -3.31557 5.34570 1.1 -1.2 0.9
C -1.73312 2.00289 -2.46164 1.8 -1.7 1.1
C 1.61695 3.69579 -1.95870 0.1 -0.4 -0.3
C 5.53869 0.42683 2.36801 -1.4 0.5 -0.1
C -0.24595 -3.64230 4.15648 -0.5 0.8 -0.6
C 0.49373 0.72331 -1.88601 -2.5 -0.1 0.5
C 3.38967 -1.19615 2.18845 -1.2 0.7 -2.4
C -0.41029 -2.67047 6.54728 -0.1 -0.3 -1.1
C 1.27527 -2.87359 2.24891 0.0 0.5 0.5
C 2.10467 -1.75575 1.53113 1.9 1.8 -1.1
C 4.26276 -0.10666 1.58350 -1.3 -0.8 -0.7
H 0.59519 -4.35320 4.44760 -1.2 0.9 0.0
H 1.14588 -1.85860 4.26656 -0.7 -0.5 -0.8
H -2.46926 4.32459 -4.81225 0.4 -1.4 0.4
H 3.62398 -1.64597 3.20311 0.0 0.8 -1.4
H -4.36848 1.90170 -2.63823 0.4 -1.0 1.1
H 4.55840 1.33727 -0.21273 -1.1 -1.1 0.6
H -0.84368 -4.15553 3.34207 0.7 0.5 0.7
H 2.00147 -3.64873 2.63869 -0.7 0.9 -0.4
H -2.15042 -2.72208 5.03305 1.1 -0.5 0.2
H 1.35013 2.63097 -3.93692 -0.6 0.5 1.2
H 5.84293 1.41899 1.90205 -0.1 -1.4 0.5
H -3.43431 1.30860 -4.82547 0.3 1.1 -0.6
H 0.12270 3.89516 -3.52362 0.6 -1.0 0.6
H -0.19256 -1.59794 6.27027 -0.3 -1.0 0.8
H 2.67128 5.02960 -0.39692 -0.3 -1.7 -1.1
H 5.20133 0.67508 3.42654 0.5 -0.5 -1.3
H -1.93643 4.03296 -2.58263 -0.2 -0.4 -0.3
H -1.21484 3.02270 -4.94101 -1.0 0.0 0.7
H 6.38203 -0.32028 2.40820 -0.9 0.8 -0.1
H -3.98736 -0.51281 -3.78896 -0.3 -0.4 0.0
H 0.53034 -3.40702 1.59243 1.1 0.8 0.3
H -1.61433 -4.32553 5.73173 0.3 1.3 -0.6
H -0.95504 -2.79309 7.52687 0.7 0.4 -1.1
H -5.82712 -0.50123 -1.53942 1.1 0.7 -0.9
H -4.32338 2.86210 -5.26626 1.3 -0.8 0.2
H -0.32222 -1.55209 3.21849 0.8 -0.9 0.2
H -3.00347 2.29455 -6.36258 -0.3 -0.2 1.5
H -4.47368 1.59476 -0.85940 0.3 -0.9 -1.1
H 0.59232 -3.21723 6.57717 -1.3 0.7 0.2